{
  "formula": "C21H44N5O12P2S2SbSi3Ti",
  "method": "wB97M-V/def2-TZVPD",
  "charge": -2,
  "s2": 2.030,
  "multiplicity": 3,
  "homo_energy_ev": [-1.0445, -3.2897],
  "species": ["Sb", "Ti", "S", "S", "P", "P", "Si", "Si", "Si", "O", "O", "O", "O", "O", "O", "O", "O", "O", "O", "O", "O", "N", "N", "N", "N", "N", "C", "C", "C", "C", "C", "C", "C", "C", "C", "C", "C", "C", "C", "C", "C", "C", "C", "C", "C", "C", "C", "H", "H", "H", "H", "H", "H", "H", "H", "H", "H", "H", "H", "H", "H", "H", "H", "H", "H", "H", "H", "H", "H", "H", "H", "H", "H", "H", "H", "H", "H", "H", "H", "H", "H", "H", "H", "H", "H", "H", "H", "H", "H", "H", "H"],
  "positions_angstrom": [[0.000, -2.669, 0.018], [-0.173, 0.461, 0.203], [2.638, 0.991, -0.269], [0.498, 9.617, -2.333], [-1.376, 0.496, -2.781], [-3.308, 0.366, -0.536], [1.095, -3.410, -2.170], [1.598, -3.619, 1.762], [-1.903, -4.378, 0.057], [-0.267, 0.201, -1.757], [-2.149, 0.232, 0.449], [0.461, 0.160, 2.009], [1.143, 1.423, 3.740], [-4.127, 1.649, -0.032], [-0.561, 10.177, -3.162], [1.249, 10.602, -1.567], [-1.035, 1.884, -3.482], [-2.671, 0.917, -1.904], [-1.663, -0.547, -3.770], [-4.196, -0.788, -0.747], [1.317, 8.621, -2.998], [-0.693, 0.126, 3.965], [-1.766, -0.607, 3.433], [-1.246, 9.456, -0.297], [-0.253, 7.403, -0.952], [-0.364, 2.456, 0.125], [2.044, -5.030, -1.994], [-0.217, -3.574, -3.489], [-3.204, -3.941, -1.201], [0.976, -3.177, 3.475], [0.277, 3.282, -0.791], [3.065, 1.774, 1.292], [2.319, -2.072, -2.629], [-1.226, 3.107, 0.983], [0.369, 0.632, 3.230], [-1.270, -6.113, -0.318], [-0.767, 5.294, 0.047], [-0.427, 8.708, -1.046], [-0.955, 6.730, -0.019], [1.887, -5.479, 1.731], [-1.431, 4.451, 0.979], [0.101, 4.630, -0.854], [-1.847, 7.426, 0.808], [-1.939, 8.790, 0.619], [3.211, -2.701, 1.469], [4.225, 0.235, -0.649], [-2.627, -4.340, 1.790], [-2.096, -0.182, 2.572], [-1.755, 2.471, 1.681], [-2.128, 4.852, 1.702], [-1.428, -1.532, 3.192], [-2.614, 9.382, 1.233], [3.005, -1.627, 1.499], [1.697, -3.509, 4.230], [-2.449, 6.933, 1.557], [-3.608, -2.939, -1.042], [0.853, -2.099, 3.583], [-4.018, -4.671, -1.128], [2.174, 2.271, 1.670], [-2.089, -6.834, -0.227], [-3.460, -5.044, 1.879], [-0.818, 2.578, -2.839], [-3.009, -3.342, 2.017], [2.177, -5.837, 0.742], [-0.795, -2.648, -3.573], [4.985, 1.016, -0.649], [-2.809, -3.974, -2.218], [0.019, -3.653, 3.701], [-0.898, -4.401, -3.284], [2.873, -4.912, -1.292], [-0.898, -6.163, -1.344], [-0.889, 0.617, 4.820], [-1.883, -4.601, 2.547], [0.942, 2.781, -1.481], [4.165, -0.193, -1.646], [0.989, -6.019, 2.039], [3.952, -2.937, 2.238], [1.407, -5.840, -1.637], [3.362, 1.029, 2.028], [-0.465, -6.423, 0.349], [0.263, -3.763, -4.455], [2.785, -2.276, -3.597], [3.104, -2.022, -1.871], [3.859, 2.503, 1.134], [-5.039, 1.582, -0.334], [4.492, -0.541, 0.070], [1.817, -1.103, -2.671], [0.625, 5.213, -1.599], [2.686, -5.734, 2.434], [3.641, -2.934, 0.491], [2.465, -5.328, -2.960]],
  "forces_ev_per_a": [[-0.1, -0.1, 0.0], [0.2, -0.4, 0.0], [0.0, 0.2, 0.0], [0.0, 0.0, 0.0], [0.0, 0.1, 0.0], [0.0, 0.0, 0.1], [0.0, 0.0, 0.0], [0.0, 0.1, 0.0], [0.0, 0.1, 0.0], [-0.1, 0.0, -0.1], [0.0, -0.1, 0.0], [-0.1, 0.0, 0.4], [0.1, 0.0, 0.1], [0.0, 0.0, 0.0], [0.0, 0.0, 0.0], [0.0, 0.0, 0.0], [0.0, -0.1, 0.0], [-0.1, 0.0, -0.1], [0.0, 0.0, 0.0], [0.0, -0.1, 0.0], [0.0, 0.0, 0.0], [0.1, 0.0, -0.1], [0.1, 0.0, 0.1], [0.0, 0.0, 0.0], [0.0, 0.0, 0.0], [0.1, 0.4, 0.0], [0.0, 0.0, 0.0], [0.0, 0.0, 0.0], [0.0, 0.0, 0.0], [0.0, 0.0, 0.0], [-0.1, 0.0, 0.0], [0.0, 0.0, 0.0], [0.0, 0.0, 0.0], [0.1, 0.0, 0.0], [-0.2, 0.0, -0.1], [0.0, 0.0, 0.0], [0.0, 0.0, 0.1], [-0.1, 0.0, 0.0], [-0.1, 0.0, -0.1], [0.0, 0.0, 0.0], [0.0, 0.0, -0.1], [0.0, 0.0, 0.0], [0.0, 0.0, 0.0], [0.0, 0.0, 0.0], [0.0, 0.0, 0.0], [0.0, -0.1, 0.0], [0.0, 0.0, 0.0], [0.0, 0.0, -0.1], [0.0, 0.0, 0.0], [0.0, 0.0, 0.0], [0.0, 0.0, 0.0], [0.0, 0.0, 0.0], [0.0, 0.0, 0.0], [0.0, 0.0, 0.0], [0.0, 0.0, 0.0], [0.0, 0.0, 0.0], [0.0, 0.0, 0.0], [0.0, 0.0, 0.0], [0.0, 0.0, 0.0], [0.0, 0.0, 0.0], [0.0, 0.0, 0.0], [0.0, 0.0, 0.0], [0.0, 0.0, 0.0], [0.0, 0.0, 0.0], [0.0, 0.0, 0.0], [0.0, 0.0, 0.0], [0.0, 0.0, 0.0], [0.0, 0.0, 0.0], [0.0, 0.0, 0.0], [0.0, 0.0, 0.0], [0.0, 0.0, 0.0], [0.0, 0.0, 0.0], [0.0, 0.0, 0.0], [0.1, 0.0, 0.0], [0.0, 0.0, 0.0], [0.0, 0.0, 0.0], [0.0, 0.0, 0.0], [0.0, 0.0, 0.0], [0.0, 0.0, 0.0], [0.0, 0.0, 0.0], [0.0, 0.0, 0.0], [0.0, 0.0, 0.0], [0.0, 0.0, 0.0], [0.0, 0.0, 0.0], [0.0, 0.0, 0.0], [0.0, 0.0, 0.0], [0.0, 0.0, 0.0], [0.0, 0.0, 0.0], [0.0, 0.0, 0.0], [0.0, 0.0, 0.0], [0.0, 0.0, 0.0]]
}



{
  "formula": "C21H45IrN2OP3S",
  "method": "wB97M-V/def2-TZVPD",
  "charge": 3,
  "s2": 6.023,
  "multiplicity": 5,
  "homo_energy_ev": [-14.3555, -16.7407],
  "species": ["Ir", "S", "P", "P", "P", "O", "N", "N", "C", "C", "C", "C", "C", "C", "C", "C", "C", "C", "C", "C", "C", "C", "C", "C", "C", "C", "C", "C", "C", "H", "H", "H", "H", "H", "H", "H", "H", "H", "H", "H", "H", "H", "H", "H", "H", "H", "H", "H", "H", "H", "H", "H", "H", "H", "H", "H", "H", "H", "H", "H", "H", "H", "H", "H", "H", "H", "H", "H", "H", "H", "H", "H", "H", "H"],
  "positions_angstrom": [[-0.667, 0.148, 0.119], [-1.255, 2.155, 0.807], [-1.828, -1.715, 0.289], [2.017, -2.105, -2.102], [0.920, -0.569, 1.604], [-0.183, 0.043, -2.105], [-2.179, 1.810, 3.236], [-0.053, 2.788, 3.103], [0.065, 2.987, 4.549], [-1.095, 2.235, -2.235], [1.387, 1.779, -2.601], [-2.133, 1.740, 4.699], [-3.309, -1.009, 1.031], [1.307, 2.413, -4.978], [0.269, -0.746, 3.329], [-1.313, 2.927, 5.161], [1.243, -1.982, -3.693], [-1.405, -3.182, 1.278], [2.003, 2.225, -3.724], [3.681, -1.535, -1.960], [-2.235, -2.315, -1.352], [2.030, -2.057, 1.681], [-0.683, 1.223, -4.123], [-1.910, 1.854, -3.440], [2.290, 0.662, 1.861], [1.473, -3.567, -1.211], [-1.097, 2.177, 2.520], [0.025, 1.999, -5.157], [0.017, 1.261, -2.746], [-3.179, -0.948, 2.121], [-1.864, 3.823, 4.862], [-0.805, -0.952, 3.328], [0.498, 3.979, 4.678], [2.455, -2.144, 2.694], [2.884, -1.996, 0.993], [3.644, -0.447, -2.128], [-2.272, -3.861, 1.241], [1.098, -1.112, -1.591], [4.267, -2.063, -2.742], [2.861, 0.756, 0.925], [-0.673, 3.258, -2.285], [-2.612, 1.037, -3.195], [1.622, -4.428, -1.899], [1.892, 1.653, 2.123], [-1.554, -3.108, -1.669], [-0.533, 2.214, -6.087], [-3.255, -2.701, -1.271], [-1.639, 1.977, -1.302], [2.975, 0.316, 2.661], [-0.936, 0.211, -4.497], [0.771, -1.592, 3.819], [0.410, -3.504, -0.915], [0.693, 3.087, 2.468], [-1.214, -2.887, 2.318], [1.663, -2.754, -4.349], [0.786, 2.278, 4.985], [0.457, 0.152, 3.931], [3.043, 2.536, -3.668], [-4.109, -1.701, 0.752], [2.039, -3.809, -0.303], [-1.715, 0.760, 4.991], [-2.350, 2.756, -3.895], [-0.522, -3.689, 0.864], [1.735, 1.697, -1.551], [-2.885, 1.250, 2.734], [1.410, -0.957, -4.054], [-2.194, -1.503, -2.085], [0.160, -2.094, -3.517], [-3.464, -0.011, 0.596], [-1.236, 2.909, 6.245], [1.475, -2.985, 1.526], [4.103, -1.707, -0.956], [1.862, 2.887, -5.799], [-3.172, 1.777, 5.061]],
  "forces_ev_per_a": [[2.7, -0.9, -1.9], [-0.4, 2.0, 0.3], [-0.9, -1.1, 0.1], [-2.9, 1.5, 1.8], [2.6, 0.5, 1.7], [0.0, 0.2, 1.3], [0.8, -0.9, -0.8], [-0.6, -1.0, -1.0], [0.5, 0.2, 0.0], [0.0, 1.2, -0.2], [-1.3, -0.8, 0.4], [-0.2, -0.4, -0.1], [-0.6, -0.5, -0.2], [1.6, 0.2, 0.5], [-0.3, -0.1, 0.0], [-0.4, 0.2, 0.4], [0.5, -0.7, -0.7], [-0.2, 0.0, -0.1], [0.7, 0.9, -0.8], [0.8, -0.3, -0.4], [-0.6, -0.2, -0.2], [-0.1, -0.4, -0.1], [1.0, 0.0, -0.3], [-1.3, 0.9, -0.4], [0.0, 0.0, 0.2], [0.5, -1.6, -0.5], [-0.5, 1.0, 1.7], [-1.7, -0.3, -0.4], [-0.5, -1.8, 0.9], [-0.2, -0.1, -0.3], [0.1, 0.0, 0.2], [0.1, 0.1, 0.1], [-0.1, 0.0, 0.2], [-0.1, 0.3, -0.3], [-0.4, 0.0, 0.0], [0.2, -0.4, -0.2], [0.3, 0.1, 0.1], [1.3, -0.3, 0.3], [0.1, 0.5, 0.6], [-0.1, 0.0, 0.3], [-0.8, -0.3, 0.3], [0.0, 0.8, -0.3], [-0.3, 0.3, 0.5], [0.3, -0.6, -0.2], [-0.2, 0.0, 0.1], [0.5, -0.1, 0.5], [0.1, -0.2, -0.4], [0.9, 0.3, -0.8], [-0.3, 0.2, -0.4], [0.3, 0.4, 0.1], [-0.2, 0.3, -0.1], [0.6, 0.2, -0.6], [-0.6, 0.0, 0.5], [0.0, -0.2, -0.3], [-0.4, 0.4, -0.3], [-0.3, 0.0, -0.2], [-0.1, -0.2, -0.3], [-0.1, 0.0, -0.2], [-0.4, 0.3, 0.5], [0.1, 0.3, -0.4], [-0.1, 0.4, 0.1], [-0.3, -0.8, -0.3], [-0.4, 0.1, 0.2], [0.4, 0.3, -0.9], [0.6, 0.8, 0.3], [0.1, -0.4, -0.1], [0.0, -0.1, 0.2], [0.5, -0.2, -0.1], [-0.2, -0.5, 0.2], [0.0, 0.1, 0.1], [0.1, 0.1, -0.1], [-0.1, -0.1, -0.5], [-0.3, -0.2, 0.4], [0.4, 0.1, 0.0]]
}